[1]
Formula: C28H37BCl42F8O2S
Source: OMol25
Level of theory: ωB97M-V/def2-TZVPD

## Properties
HOMO energy   -9.0 eV
E   -592922.993 eV
Spin multiplicity   1
Molar mass   2089.49 g/mol

XYZ file:
```
119
C28H37BCl42F8O2S, DFT ωB97M-V/def2-TZVPD
O 3.9146 2.6141 0.2861
C 2.7240 2.8059 1.0328
C 2.9492 3.0713 2.5310
C 4.3868 2.8452 2.9970
C 4.4382 2.6972 4.5271
B 3.9694 1.2809 5.0384
C 2.8800 1.2070 6.1779
C 3.6024 0.7211 7.4473
C 2.8330 1.0548 8.7335
S 2.7709 -0.4568 9.7545
C 4.5369 -0.0998 4.4938
C 3.9657 -0.4476 3.1232
O 3.9285 -1.8671 3.0132
C 3.6790 -2.3371 1.7234
C 2.1912 -2.6946 1.4867
F 2.0492 -3.9683 1.0323
F 1.5745 -2.6712 2.7018
C 1.3912 -1.6944 0.6181
F 0.0725 -1.9115 0.8842
F 1.6712 -0.4280 0.9822
C 1.5091 -1.7852 -0.9290
F 0.9764 -2.9096 -1.4427
F 0.7858 -0.7348 -1.4128
C 2.9092 -1.6199 -1.5303
F 3.5093 -0.4921 -1.0718
F 3.6766 -2.7082 -1.2916
H 4.1065 1.6755 0.2481
H 2.1218 1.9036 0.9498
H 2.1373 3.6087 0.6098
H 2.7322 4.1102 2.7442
H 2.2839 2.4776 3.1563
H 4.8268 1.9660 2.5489
H 4.9592 3.7212 2.7162
H 3.8203 3.4633 4.9803
H 5.4621 2.8688 4.8601
H 2.0999 0.5005 5.9261
H 2.4593 2.1943 6.3421
H 3.7468 -0.3454 7.3476
H 4.5657 1.2249 7.4790
H 3.3922 1.8054 9.2767
H 1.8411 1.4337 8.5623
H 1.5701 -0.4606 10.3420
H 5.6234 -0.0523 4.4391
H 4.2409 -0.8915 5.1739
H 4.6122 -0.0249 2.3602
H 2.9492 -0.0583 3.0686
H 4.2303 -3.2634 1.5949
H 4.0595 -1.6508 0.9745
H 2.7869 -1.5106 -2.6077
C -3.0574 -1.7031 1.9494
Cl -2.9122 -2.8557 3.2741
Cl -4.3999 -2.1276 0.8867
Cl -3.2487 -0.0578 2.5676
H -2.1483 -1.7386 1.3712
C 2.5334 3.5733 -2.5048
Cl 1.7498 4.9376 -1.7090
Cl 1.6352 2.0793 -2.2186
Cl 2.6927 3.8510 -4.2381
H 3.5216 3.4600 -2.0784
C 1.2142 0.5909 -6.9332
Cl 1.5529 1.6903 -8.2776
Cl 2.6666 -0.2909 -6.4642
Cl 0.5552 1.4737 -5.5629
H 0.4739 -0.1247 -7.2652
C -8.4846 -3.8140 -0.4224
Cl -8.5648 -5.4762 0.1670
Cl -6.9147 -3.0988 -0.0603
Cl -8.8217 -3.7457 -2.1539
H -9.2432 -3.2383 0.0906
C -1.9454 2.4454 -9.5143
Cl -2.7166 3.8553 -8.7887
Cl -2.8052 0.9674 -9.0807
Cl -1.8459 2.6242 -11.2675
H -0.9400 2.3731 -9.1249
C -6.9313 -2.2750 -5.3870
Cl -6.1982 -1.7668 -6.9074
Cl -6.4746 -1.1798 -4.0792
Cl -8.6848 -2.3714 -5.5353
H -6.5588 -3.2614 -5.1453
C 6.4090 -1.8693 -6.4132
Cl 5.2780 -1.7616 -5.0579
Cl 6.2415 -3.4159 -7.2410
Cl 6.1802 -0.5290 -7.5330
H 7.4120 -1.8067 -6.0147
C -2.2924 7.0419 -10.8657
Cl -0.7865 7.5714 -10.1154
Cl -3.6864 7.6478 -9.9699
Cl -2.3629 7.5466 -12.5545
H -2.3200 5.9604 -10.8353
C -2.7449 -1.0536 -4.0072
Cl -3.0362 0.5511 -3.3395
Cl -2.1691 -0.9429 -5.6712
Cl -1.6032 -1.9545 -3.0057
H -3.6840 -1.5901 -4.0158
C -1.5101 0.2516 7.1153
Cl -0.9530 1.0443 5.6435
Cl -0.1743 -0.4315 8.0619
Cl -2.4493 1.3747 8.1004
H -2.1601 -0.5621 6.8239
C 4.2367 6.8178 4.1683
Cl 2.6679 6.2398 4.7357
Cl 5.5441 5.7610 4.7067
Cl 4.2492 6.9835 2.4124
H 4.3989 7.7947 4.6020
C -11.6659 -7.3044 1.6263
Cl -11.6528 -8.5170 2.9066
Cl -12.9625 -7.6224 0.4744
Cl -11.8104 -5.6818 2.3006
H -10.7249 -7.3633 1.0967
C 0.8596 -6.7907 -0.1483
Cl -0.6678 -7.4878 0.3931
Cl 2.2253 -7.7322 0.4523
Cl 0.9008 -6.6819 -1.9050
H 0.9361 -5.7935 0.2581
C -6.7652 1.3392 0.4312
Cl -7.6025 2.7522 -0.2114
Cl -7.6970 0.5959 1.7325
Cl -6.4388 0.1667 -0.8422
H -5.8176 1.6641 0.8395
```

[2]
Formula: C4H12N2
Source: OMol25
Level of theory: ωB97M-V/def2-TZVPD

## Properties
HOMO energy   -8.5 eV
E   -7320.076 eV
Spin multiplicity   1
Molar mass   88.15 g/mol

XYZ file:
```
18
C4H12N2, DFT ωB97M-V/def2-TZVPD
C -3.3051 2.5461 3.0801
C -1.7763 2.4587 2.9264
N -1.3298 1.7804 1.6712
H -3.8247 3.1579 2.3327
H -3.6506 3.0669 3.9785
H -3.6810 1.5238 3.1463
H -1.3464 1.8630 3.7188
H -1.4254 3.4914 3.0245
H -1.4791 2.4010 0.8893
H -1.7211 0.8707 1.5155
C 2.5913 -3.0997 -2.3080
C 3.3394 -2.6678 -4.5216
N 2.5447 -2.4074 -3.5682
H 3.3327 -3.8686 -2.5152
H 2.6492 -2.3277 -1.5098
H 1.6806 -3.5936 -2.0325
H 2.9427 -2.6128 -5.5208
H 4.4590 -2.5823 -4.3073
```

[3]
Formula: C24H42CaCl3N4O3Si
Source: OMol25
Level of theory: ωB97M-V/def2-TZVPD

## Properties
HOMO energy   -1.5 eV
Total charge   -1
E   -101561.648 eV
Spin multiplicity   1
Molar mass   609.15 g/mol

XYZ file:
```
78
C24H42CaCl3N4O3Si, DFT ωB97M-V/def2-TZVPD
C 2.3884 3.0841 3.2739
C 0.9961 2.7014 2.8148
H 2.3937 3.6496 4.2117
H 2.8218 3.7309 2.4992
H 3.0104 2.1940 3.4257
C -0.0740 3.5353 3.1290
C 0.0692 4.7904 3.8787
H -1.0683 3.3011 2.7764
H 0.7519 5.4791 3.3646
H 0.4571 4.6226 4.8910
H -0.8985 5.2929 3.9678
Ca -0.4017 -1.3485 -2.0226
Cl 0.9087 -2.3154 0.3554
Cl 1.0816 -0.9508 -4.0947
H 1.0459 -5.6291 -4.7737
H 3.0983 -6.1096 -2.8483
C 1.3600 -4.5980 -4.5600
C 3.1090 -5.0079 -2.8414
N 1.7958 -4.4755 -3.1751
H 0.5348 -3.9089 -4.7345
C 0.9442 -4.0710 -2.2284
O -0.2169 -3.6514 -2.4564
H 3.3726 -4.6654 -1.8348
H 1.3267 -4.0578 -1.1907
H 2.1919 -4.3427 -5.2226
H 3.8550 -4.6535 -3.5665
H 0.1503 3.4745 -1.6502
H -1.5645 4.2409 0.2352
C -0.7405 3.2983 -2.2695
C -2.3358 4.0028 -0.5183
N -1.8686 2.9474 -1.4160
H -0.5575 2.4870 -2.9795
C -2.4489 1.7220 -1.4666
O -1.9952 0.7503 -2.0996
H -3.2583 3.6909 -0.0109
H -3.4006 1.6705 -0.8918
H -0.9704 4.2342 -2.7927
H -2.5252 4.9291 -1.0803
O 1.1534 2.1430 1.3567
C 0.7549 1.2391 2.3460
C -1.6907 1.4259 1.7199
C -0.6050 0.6661 2.1956
H -1.4872 2.3911 1.2285
C -2.9947 0.9940 1.9727
H 1.5574 0.5356 2.6352
C -0.8496 -0.6734 2.5440
H -3.8269 1.6669 1.7547
C -3.2150 -0.2549 2.5546
C -2.1427 -1.1172 2.7551
H -0.0048 -1.3547 2.5942
H -4.2180 -0.5471 2.8487
H -2.2961 -2.1216 3.1230
Si 2.8665 1.1032 -0.6571
Cl 0.6112 0.6716 -0.8527
C 3.2479 1.7007 -2.4166
C 3.6202 -0.5977 -0.4899
C 3.6066 2.4102 0.4164
H 2.7457 1.0498 -3.1537
H 4.3392 1.6508 -2.5860
H 2.9408 2.7488 -2.5657
H 3.0786 3.3688 0.3017
H 4.6564 2.5672 0.1158
H 3.6191 2.0771 1.4602
H 3.2693 -1.1177 0.4113
H 4.7183 -0.5069 -0.4595
H 3.3628 -1.2314 -1.3522
C -3.3275 -4.8330 1.2610
N -3.2746 -3.6396 0.4332
C -4.3132 -2.7474 0.1985
C -3.7925 -1.7378 -0.5817
N -2.4658 -2.0271 -0.8436
C -2.1796 -3.1641 -0.2173
H -3.8493 -4.6154 2.1981
H -3.8587 -5.6396 0.7436
H -2.3076 -5.1644 1.4800
H -5.3020 -2.8725 0.5888
H -4.2730 -0.8459 -0.9566
H -1.2120 -3.6444 -0.2036
```

[4]
Formula: C18H17BrN4OS
Source: OMol25
Level of theory: ωB97M-V/def2-TZVPD

## Properties
HOMO energy   -8.4 eV
E   -107827.695 eV
Spin multiplicity   1
Molar mass   417.33 g/mol

XYZ file:
```
42
C18H17BrN4OS, DFT ωB97M-V/def2-TZVPD
O 3.3504 -3.1440 3.4317
H 3.1240 -2.2086 3.3055
C 4.7411 -3.2749 3.2984
C 5.2811 -2.8945 1.9138
H 6.3130 -3.2443 1.8499
H 4.6977 -3.4086 1.1479
C 5.2605 -1.3828 1.6401
C 3.8914 -0.8860 1.3494
N 3.0273 -0.5324 2.2776
N 1.9247 -0.1843 1.5843
C 2.1764 -0.3499 0.2731
N 3.4055 -0.7828 0.0871
N 1.2273 -0.0718 -0.6599
C 0.0720 0.5850 -0.2487
C -0.1975 0.7577 1.0529
H -1.1171 1.2208 1.3660
C 0.6746 0.2259 2.1631
C -0.0056 -0.9353 2.8402
C 0.1636 -2.2654 2.6190
C -0.6800 -3.0648 3.4243
C -1.4828 -2.3305 4.2314
S -1.2220 -0.6417 4.0375
H -2.2165 -2.6677 4.9360
H -0.6776 -4.1390 3.3988
H 0.8764 -2.6753 1.9268
H 0.8675 1.0086 2.9128
C -0.8280 1.0388 -1.3184
C -0.9923 0.2736 -2.4722
C -1.8409 0.6880 -3.4809
C -2.5279 1.8819 -3.3394
C -2.3799 2.6603 -2.2030
C -1.5322 2.2355 -1.1986
H -1.4021 2.8466 -0.3192
H -2.9189 3.5902 -2.1083
Br -3.6907 2.4641 -4.7295
H -1.9701 0.0885 -4.3687
H -0.4757 -0.6692 -2.5740
H 1.5166 -0.0385 -1.6239
H 5.6583 -0.8491 2.5054
H 5.8793 -1.1695 0.7680
H 4.9532 -4.3317 3.4878
H 5.2591 -2.6777 4.0643
```

[5]
Formula: C5H8O
Source: OMol25
Level of theory: ωB97M-V/def2-TZVPD

## Properties
HOMO energy   -9.6 eV
E   -7360.750 eV
Spin multiplicity   1
Molar mass   84.12 g/mol

XYZ file:
```
14
C5H8O, DFT ωB97M-V/def2-TZVPD
O 1.6509 1.6692 -0.6833
C 1.9058 0.7871 0.0927
C 0.9690 -0.3360 0.4020
C -0.2345 -0.5081 -0.4995
C -1.5066 -0.6815 0.2657
C -1.2788 0.5756 -0.5180
H 2.8671 0.7924 0.6570
H 1.5863 -1.2458 0.3892
H 0.6000 -0.1072 1.4433
H -0.0998 -1.1359 -1.3736
H -2.2540 -1.3615 -0.1276
H -1.3064 -0.6874 1.3441
H -1.8907 0.7613 -1.4040
H -1.0084 1.4777 0.0121
```

[6]
Formula: C22H44N4NiOP
Source: OMol25
Level of theory: ωB97M-V/def2-TZVPD

## Properties
<S²>   2.009
HOMO energy (alpha / beta)   -17.4 / -17.4 eV
Total charge   +3
E   -81842.340 eV
Spin multiplicity   3
Molar mass   470.29 g/mol

XYZ file:
```
73
C22H44N4NiOP, DFT ωB97M-V/def2-TZVPD
Ni 9.1684 -3.7391 14.9684
N 6.9903 -3.7004 12.7207
C 6.1860 -2.5789 13.2080
C 5.7775 -2.9148 14.7028
C 6.6634 -2.3571 15.8602
N 7.7924 -3.2293 16.3496
C 7.3284 -1.0002 15.5658
C 7.9654 -0.9224 14.2282
N 9.1434 -1.8291 14.0355
C 6.8792 -1.1895 13.1255
H 6.3771 -4.5570 12.7352
H 7.8257 -3.7764 13.3231
H 7.3755 -3.4927 11.7760
H 5.2614 -2.5578 12.6305
H 5.7071 -4.0435 14.8288
H 4.7159 -2.5689 14.7750
H 5.9719 -2.1537 16.7221
H 7.4908 -4.1061 16.7495
H 8.2506 -2.7060 17.1230
H 8.0217 -0.8522 16.3506
H 6.6102 -0.1808 15.6531
H 8.3932 0.0874 14.0799
H 9.9536 -1.3725 14.4917
H 9.2698 -2.0063 13.0322
H 7.3039 -1.0660 12.1473
H 6.1078 -0.4751 13.2986
C 9.6903 -0.3865 10.2191
C 8.9534 -1.6753 10.0724
N 8.6482 -2.1609 8.8570
O 8.6338 -2.4320 11.0448
H 10.7722 -0.5442 10.4388
H 9.2899 0.2360 11.0773
H 9.5713 0.2401 9.3168
H 8.7443 -1.5955 8.0515
H 8.0054 -2.9629 8.7913
C 8.7988 -7.1634 14.8072
C 10.2467 -6.8007 15.4367
C 10.0217 -6.7846 16.9807
C 11.2305 -7.9514 15.0690
P 10.7861 -5.1242 14.6737
C 11.2184 -5.5549 12.9328
C 12.5236 -5.6822 12.4461
C 12.8058 -5.9942 11.1027
C 11.7430 -6.2174 10.2235
C 10.4425 -6.3018 10.7696
C 10.1610 -5.8828 12.0635
C 12.2924 -4.4845 15.7239
C 13.3640 -5.5357 16.0076
C 13.0452 -3.3003 14.9607
C 11.7874 -3.9079 17.0607
H 8.4934 -8.1347 15.2981
H 8.8798 -7.4381 13.7465
H 8.0292 -6.4342 15.0592
H 9.8141 -7.8360 17.3117
H 9.1566 -6.1603 17.2354
H 10.9037 -6.4811 17.6055
H 10.7296 -8.8866 15.4736
H 12.2034 -7.8283 15.6166
H 11.4986 -8.0401 14.0012
H 13.3613 -5.5676 13.1059
H 13.8570 -5.9666 10.7765
H 11.8335 -6.3652 9.1294
H 9.6213 -6.5383 10.0919
H 9.1129 -5.8050 12.3557
H 13.8868 -5.9855 15.1438
H 12.9591 -6.3435 16.6596
H 14.1917 -5.1412 16.6048
H 12.5106 -2.3586 14.8673
H 13.3276 -3.6133 13.9671
H 13.9542 -2.9478 15.4662
H 11.4461 -4.7053 17.7664
H 10.9694 -3.2153 17.0239
H 12.5934 -3.4190 17.6316
```

[7]
Formula: C6H8O2
Source: OMol25
Level of theory: ωB97M-V/def2-TZVPD

## Properties
HOMO energy   -7.9 eV
E   -10441.828 eV
Spin multiplicity   1
Molar mass   112.13 g/mol

XYZ file:
```
16
C6H8O2, DFT ωB97M-V/def2-TZVPD
C 0.5940 -0.1322 -0.0642
C 0.7553 0.5768 1.2619
C 0.4391 0.7621 -1.2634
C -1.6979 -0.5754 -0.0074
C -0.8715 -1.5133 0.4251
C -2.7595 0.0048 -0.4165
O 1.5776 -1.0581 -0.3176
O -0.4060 -2.4749 0.9243
H 1.5568 -1.7681 0.3429
H -2.8612 0.9236 -0.9771
H 1.6990 1.1306 1.2669
H 0.2476 0.1692 -2.1567
H 0.7746 -0.1352 2.0893
H -0.0588 1.2803 1.4267
H 1.3680 1.3204 -1.4119
H -0.3571 1.4895 -1.1223
```

[8]
Formula: C5H9NO3
Source: OMol25
Level of theory: ωB97M-V/def2-TZVPD

## Properties
HOMO energy   -7.4 eV
E   -12960.918 eV
Spin multiplicity   1
Molar mass   131.13 g/mol

XYZ file:
```
18
C5H9NO3, DFT ωB97M-V/def2-TZVPD
C -0.0372 0.9062 1.1464
C 0.4759 1.5271 -0.1531
C 0.1474 -1.0482 0.9134
C -0.1268 0.4198 -0.9138
N -1.2246 0.6072 -1.6376
C 0.3790 -0.9603 -0.7038
O -1.1481 -1.5305 1.1384
O 1.7185 -1.1171 -1.0480
O 1.1065 -1.4635 1.5875
H -1.1482 -1.8921 2.0347
H 2.1908 -1.2241 -0.1959
H -1.7036 -0.2018 -2.0091
H -1.6225 1.5306 -1.7195
H -0.2319 -1.7364 -1.1753
H -1.0654 1.1632 1.3816
H 0.6444 1.0017 1.9826
H 0.0848 2.5141 -0.4113
H 1.5613 1.5041 -0.2173
```

Number 1: F_max 0.0272 hartree/bohr. Number 2: F_max 0.0701 hartree/bohr. Number 3: F_max 0.0506 hartree/bohr. Number 4: F_max 0.0195 hartree/bohr. Number 5: F_max 0.0203 hartree/bohr. Number 6: F_max 0.0745 hartree/bohr. Number 7: F_max 0.0507 hartree/bohr. Number 8: F_max 0.0375 hartree/bohr.